{"formula": "C58H104N14O4Rb", "method": "wB97M-V/def2-TZVPD", "homo_ev": -20.34, "e_tot_ev": -91467.4718, "gap_ev": 7.63, "fmax_ev_per_a": 2.09, "charge": 7, "lumo_energy_ev": -12.71, "symbols": ["Rb", "C", "C", "C", "O", "C", "C", "C", "O", "O", "O", "H", "H", "C", "C", "N", "C", "C", "N", "C", "C", "H", "H", "H", "H", "H", "H", "H", "H", "H", "H", "H", "C", "C", "N", "C", "C", "N", "C", "C", "H", "H", "H", "H", "H", "H", "H", "H", "H", "H", "H", "C", "C", "N", "C", "C", "N", "C", "C", "H", "H", "H", "H", "H", "H", "H", "H", "H", "H", "H", "C", "C", "N", "C", "C", "N", "C", "C", "H", "H", "H", "H", "H", "H", "H", "H", "H", "H", "H", "C", "C", "N", "C", "C", "N", "C", "C", "H", "H", "H", "H", "H", "H", "H", "H", "H", "H", "H", "C", "C", "N", "C", "C", "N", "C", "C", "H", "H", "H", "H", "H", "H", "H", "H", "H", "H", "H", "C", "C", "C", "N", "C", "C", "C", "C", "C", "H", "H", "H", "H", "H", "H", "H", "H", "H", "H", "H", "H", "H", "H", "H", "H", "H", "H", "C", "C", "C", "N", "C", "C", "C", "C", "C", "H", "H", "H", "H", "H", "H", "H", "H", "H", "H", "H", "H", "H", "H", "H", "H", "H", "H"], "coordinates": [[-5.04581, 2.08772, -2.41710], [-1.80275, -0.09429, 0.16425], [-2.40507, 1.11998, -0.25221], [-1.52976, 2.20092, -1.00293], [-2.09028, 3.15478, -1.57690], [-0.16929, 1.89200, -1.18666], [0.41406, 0.68384, -0.75848], [-0.41100, -0.33964, 0.02734], [0.12394, -1.36327, 0.48742], [1.61587, 0.44034, -1.05563], [-3.60592, 1.42008, -0.05552], [-2.51754, -0.82014, 0.52819], [0.43157, 2.56901, -1.78447], [-7.33687, 5.72634, 5.16154], [-7.12246, 4.26372, 5.46586], [-6.44311, 3.47920, 4.40501], [-5.09921, 3.39873, 4.13204], [-4.95028, 2.64667, 3.01341], [-6.22060, 2.29122, 2.61785], [-7.10100, 2.87171, 3.42706], [-6.57123, 1.51199, 1.43081], [-6.40245, 6.29447, 5.11397], [-7.92914, 6.18585, 5.95058], [-7.83392, 5.91347, 4.20729], [-8.10517, 3.79173, 5.53071], [-6.63867, 4.10422, 6.42635], [-4.36926, 3.83726, 4.79131], [-4.08964, 2.28505, 2.47588], [-8.17717, 2.85649, 3.34930], [-6.49333, 2.07466, 0.49678], [-7.62958, 1.27964, 1.54942], [-6.00893, 0.58752, 1.37765], [-2.64445, 1.78472, -6.24948], [-1.52946, 1.44123, -5.27351], [-0.41484, 2.38717, -5.33025], [-0.45709, 3.73408, -5.62855], [0.79432, 4.21788, -5.45210], [1.56560, 3.17665, -4.96761], [0.84513, 2.07038, -5.03441], [2.92781, 3.32453, -4.41487], [-2.22399, 1.78159, -7.25932], [-3.02705, 2.79656, -6.11999], [-3.43713, 1.04231, -6.23995], [-1.14709, 0.44739, -5.51320], [-1.89760, 1.34193, -4.24268], [-1.29073, 4.16774, -6.15296], [1.21782, 5.20356, -5.53825], [1.12035, 1.09204, -4.67531], [2.90698, 2.86527, -3.43159], [3.16495, 4.38445, -4.42256], [3.64309, 2.88526, -5.10916], [6.47100, -1.21493, -6.62293], [6.69730, -2.03363, -5.37524], [5.89399, -1.62594, -4.21136], [4.50982, -1.74344, -4.11739], [4.13625, -1.00425, -3.04192], [5.28398, -0.58809, -2.41516], [6.33007, -0.91725, -3.18669], [5.34355, 0.16305, -1.16227], [5.70478, -1.65673, -7.26681], [7.34139, -1.20058, -7.27742], [6.16809, -0.18667, -6.42572], [7.74929, -2.08985, -5.07737], [6.56771, -3.11204, -5.51519], [4.00690, -2.23767, -4.92988], [3.15399, -0.81610, -2.63059], [7.32228, -0.53342, -3.00369], [5.58533, -0.49421, -0.33180], [4.40055, 0.68928, -1.02904], [6.13001, 0.91137, -1.26199], [2.93590, 1.00123, 3.48686], [3.53130, 1.11199, 2.08405], [3.22343, 2.40204, 1.44992], [4.11030, 3.38069, 1.07799], [3.39433, 4.40400, 0.56853], [2.08422, 3.97233, 0.52129], [2.00706, 2.76063, 1.05167], [0.93953, 4.76496, 0.08261], [3.14069, 1.82625, 4.16268], [3.31696, 0.05720, 3.87793], [1.84934, 0.89904, 3.40415], [3.15039, 0.31234, 1.44902], [4.61615, 1.05477, 2.16284], [5.16701, 3.26362, 1.25235], [3.65193, 5.41959, 0.32071], [1.10827, 2.25239, 1.34994], [0.99939, 5.73517, 0.57759], [0.00218, 4.28022, 0.32670], [1.00906, 4.93631, -0.99075], [-5.53521, 6.10927, 1.57279], [-4.23924, 5.64147, 0.90310], [-3.46069, 6.71301, 0.30193], [-2.85970, 7.73366, 1.02272], [-2.03172, 8.37724, 0.18351], [-2.12419, 7.74687, -1.03491], [-2.94202, 6.70467, -0.91056], [-1.20845, 7.95491, -2.16224], [-5.91269, 5.36426, 2.25945], [-6.24142, 6.35336, 0.77089], [-5.42287, 7.11222, 1.99051], [-4.46221, 4.84560, 0.18286], [-3.65267, 5.12691, 1.67091], [-3.07331, 7.88737, 2.06585], [-1.37229, 9.21021, 0.36182], [-3.02690, 5.93907, -1.66439], [-0.20289, 8.05578, -1.75687], [-1.46766, 8.86919, -2.69070], [-1.22533, 7.10181, -2.83352], [-4.07853, -5.65018, -1.08155], [-2.60874, -5.87722, -1.36439], [-2.10501, -4.98434, -2.45626], [-1.69277, -3.68006, -2.30939], [-1.30712, -3.25935, -3.52770], [-1.38065, -4.32867, -4.39567], [-1.86346, -5.35611, -3.70778], [-0.88315, -4.37356, -5.78181], [-4.77096, -6.18489, -1.72609], [-4.37125, -4.60513, -0.97170], [-4.24828, -6.03742, -0.07044], [-2.37812, -6.89368, -1.66572], [-2.03826, -5.52731, -0.50508], [-1.59991, -3.11364, -1.39471], [-1.00591, -2.29425, -3.89409], [-2.06403, -6.35471, -4.06608], [-1.50313, -3.77776, -6.44430], [-0.87785, -5.42254, -6.06204], [0.13273, -3.98759, -5.78041], [0.50760, -5.15810, 5.66935], [-0.59735, -4.14889, 5.37956], [-0.18192, -3.00606, 4.50468], [-1.26989, -1.97209, 4.26266], [-2.11762, -2.34877, 3.07791], [-2.19890, -1.70513, 5.44812], [-2.73055, -0.28113, 5.26154], [-1.71005, 0.45253, 4.39764], [-0.68935, -0.61073, 4.00449], [0.14130, -5.87320, 6.40107], [1.41767, -4.64759, 5.97994], [0.73981, -5.76285, 4.78870], [-1.08889, -3.82783, 6.29396], [-1.42152, -4.63907, 4.83772], [0.20839, -3.21605, 3.50751], [0.63680, -2.43446, 4.95486], [-2.75168, -3.17614, 3.39343], [-1.48093, -2.81681, 2.32824], [-2.58626, -1.44741, 2.70681], [-2.95865, -2.47407, 5.51850], [-1.50871, -1.74761, 6.29000], [-3.68065, -0.39209, 4.73523], [-2.92247, 0.10107, 6.25992], [-2.10018, 0.87364, 3.46845], [-1.21214, 1.25652, 4.93559], [-0.26248, -0.59269, 2.99987], [0.17764, -0.52964, 4.66520], [7.00507, -7.52248, 0.49178], [6.10847, -6.27965, 0.52212], [4.63752, -6.59536, 0.68191], [3.69670, -5.40542, 0.70907], [2.34762, -5.87682, 1.14961], [3.59331, -4.69260, -0.61767], [2.91635, -3.36074, -0.32837], [3.30942, -3.04666, 1.13403], [4.11679, -4.26824, 1.63097], [6.61246, -8.25334, -0.21248], [6.97611, -7.97018, 1.48773], [8.03836, -7.25985, 0.29419], [6.23532, -5.73913, -0.42591], [6.46126, -5.59667, 1.29548], [4.46517, -7.13934, 1.61203], [4.28129, -7.22377, -0.13647], [2.49716, -6.32309, 2.13004], [1.96167, -6.58414, 0.42164], [1.67853, -5.02794, 1.26800], [3.05124, -5.32080, -1.32060], [4.62372, -4.52616, -0.92330], [1.82882, -3.44352, -0.33212], [3.18780, -2.53623, -0.97683], [2.45629, -2.79450, 1.75718], [4.02315, -2.22249, 1.17504], [3.83518, -4.56694, 2.63568], [5.16576, -4.07747, 1.46039]], "forces_ev_per_a": [[0.1579, 0.0607, 0.1260], [-0.4002, 1.3159, -0.7154], [0.4749, 0.3380, 0.3284], [0.1471, -1.0814, -0.8308], [-0.5986, 0.2321, 0.3848], [-0.5358, -0.0652, 0.4941], [1.4513, 0.6639, -0.8196], [-0.8790, -0.8476, 0.3840], [0.4222, 0.1706, -0.1379], [-0.5415, -0.4373, 0.4948], [-0.1752, -0.1055, -0.2597], [0.3367, -0.2668, 0.2891], [0.0609, -0.0274, -0.0190], [0.7153, 0.6733, -0.4310], [-1.0511, -0.2674, 0.1606], [0.0628, 0.8383, -0.3735], [0.2698, -0.1063, 0.4531], [-0.1069, -0.2289, 0.1402], [0.1184, 0.3172, -0.9338], [-0.0178, -0.3108, 0.5656], [-1.0165, -0.0241, 0.1005], [0.0546, -0.1514, 0.1500], [-0.0843, -0.1360, 0.0265], [-0.2187, -0.2676, 0.0866], [0.0697, -0.0454, 0.2302], [0.2820, -0.0930, -0.1474], [-0.0014, 0.0157, -0.0170], [0.0242, 0.0635, -0.0086], [0.0014, -0.2215, -0.0723], [0.3491, 0.1325, 0.3524], [0.0542, -0.2377, -0.1220], [0.1990, 0.0790, 0.0643], [0.7434, 0.3155, -0.6219], [-0.6965, -0.6422, 0.0209], [0.4206, 0.0115, -0.4546], [-0.0841, -0.1879, -0.7429], [0.1926, -0.0184, 0.8721], [0.2794, 0.4595, -0.7283], [-0.6783, -0.2151, 1.4096], [-0.3399, -0.1128, -0.9820], [-0.1290, -0.1122, -0.0169], [-0.3004, -0.1484, 0.2883], [-0.0926, 0.0646, 0.1819], [0.2167, 0.1350, -0.1572], [0.2298, 0.4844, -0.0536], [-0.1099, 0.1752, 0.3435], [-0.1431, 0.0512, -0.2151], [0.2472, 0.0735, -0.0502], [0.3988, 0.1389, 0.0709], [-0.1048, 0.0288, 0.4292], [0.0193, -0.3276, 0.2516], [-0.5921, -0.0660, -0.8027], [1.2510, -1.2791, 0.1215], [-0.2247, 0.1026, -0.0973], [0.9760, 0.6700, -0.5766], [-0.5429, -0.9815, 0.2677], [0.0333, 0.4252, -0.4342], [-0.2644, 0.3075, 0.4860], [0.3554, 0.4469, -0.3669], [-0.1592, 0.0294, 0.2567], [0.2425, 0.0442, 0.3388], [0.2099, 0.0285, 0.1630], [-0.0828, 0.8322, 0.2475], [-0.7117, 0.1722, -0.2364], [-0.3303, -0.0151, 0.2031], [0.0993, 0.0599, 0.1470], [0.1720, -0.3979, -0.1271], [-0.1535, -0.0387, 0.0514], [-0.1238, -0.2321, 0.1131], [0.0356, -0.0553, 0.1224], [-0.4650, -0.5225, -0.5703], [0.2206, 0.3770, 0.6204], [-0.2041, -0.5187, -0.7576], [0.5301, -0.0638, 0.5591], [-0.3429, 0.1014, -0.3369], [-0.4878, 0.0950, 0.2807], [0.2150, 0.2436, 0.9117], [0.3536, 0.6824, -0.0676], [0.3573, 0.0167, -0.0838], [-0.0411, 0.1488, 0.3688], [0.0156, 0.0258, 0.0810], [0.0571, 0.0421, -0.1144], [0.0068, -0.0196, -0.1956], [-0.0101, 0.1915, 0.0976], [0.2014, -0.1160, -0.2621], [-0.1162, -0.1067, -0.4660], [-0.0835, -0.0570, 0.0496], [0.0542, -0.2000, -0.0178], [-0.1127, -0.1487, -0.0036], [0.1360, 1.2432, -1.6689], [-0.7127, -1.0144, 1.0323], [0.3822, -0.4921, 0.5747], [-0.5564, -0.1660, 0.2728], [0.1692, 0.4230, -0.0910], [0.5541, -0.7377, -0.0862], [0.2756, 0.3813, -0.6696], [0.1382, 0.4513, 0.1074], [-0.1262, 0.1077, 0.1519], [-0.3299, -0.5388, 0.1988], [0.2107, -0.3663, 0.7586], [0.2455, 0.4614, -0.2685], [0.4168, 0.3228, -0.1625], [-0.0591, 0.1381, -0.0279], [-0.0939, 0.0966, -0.0869], [-0.3520, -0.0069, 0.0800], [-0.0139, 0.0580, -0.0562], [-0.0364, -0.0462, -0.0677], [-0.2325, -0.0165, 0.0141], [-0.3757, -0.3948, 1.0384], [-0.1215, 1.3034, -0.4519], [0.5021, -0.3575, 0.2769], [-0.1548, 0.3819, 0.0539], [0.4057, 0.1607, -0.8531], [-0.2082, 0.0437, 0.1582], [-0.4198, -0.3164, 0.0526], [-0.0252, -0.1245, 0.4071], [0.1249, 0.1287, -0.2589], [0.2442, 0.1066, -0.4551], [-0.0766, -0.2508, -0.1689], [0.0717, -0.0925, 0.2840], [0.1699, -0.5610, 0.0913], [-0.4592, -0.2907, 0.1620], [0.2094, 0.0043, 0.2028], [0.0813, 0.0690, -0.2322], [-0.1482, -0.1141, -0.0009], [0.0092, 0.0926, -0.3497], [0.0343, -0.0745, -0.0812], [-0.2133, 0.0181, -0.5191], [-1.1651, -0.9165, -0.8813], [0.7621, 1.5184, 0.3945], [-1.0561, 0.3754, -0.4410], [0.7447, -1.0578, 0.3984], [1.3390, 0.1955, 0.1302], [-0.6988, -1.1517, -0.3119], [0.3317, -0.0230, -0.5683], [1.5316, -0.1145, 0.4989], [0.2966, 0.1397, 0.2927], [0.0188, -0.2026, 0.3612], [0.0352, 0.1695, -0.1031], [0.4319, 0.3053, 0.1967], [0.1434, -0.3182, 0.1540], [-0.2380, -0.6196, 0.0165], [-0.1200, -0.1294, 0.3374], [-0.5851, 0.4748, 0.0328], [0.1949, 0.6364, -0.2259], [-0.4273, -0.2118, -0.0803], [0.0405, -0.0842, 0.0672], [-0.3327, -0.0326, 0.2891], [-0.0953, 0.3954, 0.1233], [0.0152, 0.4341, -0.1426], [-0.4524, 0.0776, 0.2521], [0.0347, -0.0188, 0.0098], [-0.4499, 0.0737, -0.1919], [-0.1281, -0.0758, 0.1146], [-0.8252, -0.0172, 0.7815], [0.3594, 0.7614, -0.7866], [0.1027, -0.4030, 0.2466], [-0.1756, 0.8197, -0.0274], [0.3470, 0.1240, 0.2324], [0.1529, 0.0796, -0.0400], [-0.6093, -0.0893, 1.0854], [0.9953, -0.0447, 0.0147], [-1.1608, -0.1296, -0.4531], [0.3029, -0.0429, -0.1515], [0.1085, -0.1875, -0.0971], [-0.0126, -0.0112, -0.2497], [0.0912, -0.0472, 0.0344], [-0.0211, -0.1556, 0.1690], [-0.0348, 0.0351, 0.0144], [0.0153, -0.0319, 0.0145], [-0.2176, -0.2868, -0.1018], [-0.0063, -0.1239, 0.1000], [-0.0040, 0.0173, -0.1810], [0.2133, -0.0919, -0.0741], [-0.0445, -0.1838, -0.2971], [0.0286, 0.0163, -0.3961], [0.0922, -0.2132, -0.2853], [-0.0587, -0.0337, -0.0297], [-0.2955, 0.2452, 0.0438], [0.5981, 0.0289, 0.2062], [0.1891, -0.2814, 0.3842]]}

{"formula": "C20H19F4NO8S4", "method": "wB97M-V/def2-TZVPD", "homo_ev": -8.44, "e_tot_ev": -93126.1523, "gap_ev": 7.84, "fmax_ev_per_a": 2.31, "lumo_energy_ev": -0.60, "symbols": ["O", "S", "O", "C", "C", "C", "S", "C", "S", "N", "C", "C", "C", "C", "C", "C", "C", "C", "C", "C", "C", "C", "O", "S", "O", "O", "C", "F", "F", "F", "H", "H", "H", "H", "H", "H", "H", "H", "H", "H", "H", "H", "H", "H", "H", "H", "C", "C", "O", "C", "O", "O", "F", "H", "H", "H"], "coordinates": [[-0.47988, 2.37161, -0.73488], [-1.15023, 1.77752, -1.84299], [-2.27992, 0.80337, -1.17109], [-2.12557, -0.62119, -1.41618], [-1.17978, -1.26250, -0.38066], [-1.34233, -0.59801, 1.00494], [-0.53394, -1.73017, 2.17118], [-0.51537, -0.89508, 3.74853], [-1.88122, -0.19552, 4.28265], [0.64870, -0.83878, 4.58044], [1.54113, 0.24027, 4.24202], [1.03217, 1.49302, 3.92405], [1.86507, 2.54035, 3.61769], [3.23354, 2.39906, 3.59793], [3.75458, 1.17009, 3.93552], [2.91751, 0.12284, 4.24424], [1.29741, -2.12401, 4.72255], [1.18915, -2.76647, 5.93590], [1.74908, -4.00900, 6.12185], [2.42610, -4.65880, 5.11489], [2.55462, -4.01712, 3.89763], [1.98956, -2.77938, 3.72016], [0.03814, 0.70424, -2.55060], [1.22353, 1.50011, -3.28300], [0.92073, 2.87521, -3.45220], [2.43501, 1.21231, -2.61722], [1.24817, 0.71545, -4.96820], [1.17688, -0.60885, -4.85865], [0.19286, 1.16911, -5.65159], [2.35430, 1.04760, -5.60261], [-1.86369, -0.86562, -2.44965], [-3.11917, -1.05271, -1.24630], [-1.43368, -2.33080, -0.32677], [-0.14838, -1.21421, -0.74932], [-2.41443, -0.56556, 1.21905], [-0.87573, 0.38604, 0.94934], [-0.02879, 1.71323, 3.91709], [1.41364, 3.49860, 3.37164], [3.90871, 3.20761, 3.33574], [4.82710, 0.99881, 3.93995], [3.38896, -0.82726, 4.47863], [0.65351, -2.34358, 6.78134], [1.63791, -4.53047, 7.06935], [2.85758, -5.64911, 5.22273], [3.07623, -4.45690, 3.05182], [2.07292, -2.27109, 2.76164], [-2.88792, 2.39954, -7.30673], [-3.75567, 1.55285, -6.41077], [-5.05541, 2.02258, -6.70191], [-5.02764, 2.47043, -7.99534], [-5.98730, 2.68560, -8.65088], [-3.74688, 2.62605, -8.42547], [-3.48721, 1.77951, -5.09907], [-2.62886, 3.35434, -6.84585], [-1.97410, 1.89399, -7.61083], [-3.70168, 0.48082, -6.61173]], "forces_ev_per_a": [[0.2631, -0.0152, 0.2775], [-1.5430, 1.7000, 0.2853], [1.5616, -0.6102, -1.3895], [-0.7164, -1.1531, 1.0523], [0.1393, 0.0321, -0.4397], [-0.3493, -0.6020, -0.5993], [1.0024, -0.0691, -0.0077], [-1.2616, 0.6653, 0.5659], [0.1473, 0.0106, -0.1845], [0.8997, -0.5961, -1.2216], [-0.4894, 0.5145, -0.0673], [-0.7114, 0.1885, 0.0419], [-0.1494, 0.8565, -0.3422], [0.6501, 0.1826, 0.0028], [0.3553, 0.1371, -0.1162], [0.5014, -1.3323, 0.3820], [-0.3032, -0.3165, 0.5262], [-0.4172, 0.1334, 0.8560], [0.1237, -1.0291, 0.6627], [0.3609, -0.2310, -0.5442], [0.1579, -0.2065, -0.3887], [-0.1021, 1.0778, -1.1163], [0.3699, -0.3680, -0.5838], [0.8577, 0.5491, 1.0377], [-1.0007, 0.1592, -0.5324], [0.3420, -1.0381, -0.1211], [-0.5076, -0.2669, 0.1612], [-0.0365, 0.2012, -0.0570], [0.1082, -0.2061, 0.0466], [-0.0238, 0.1000, 0.1921], [0.1601, 0.3573, 0.1487], [0.0386, 0.4001, -0.0781], [-0.0093, 0.1973, -0.0273], [-0.0779, 0.1084, 0.2998], [0.2211, 0.3960, 0.2003], [-0.1564, -0.0678, 0.5422], [0.0662, -0.3104, 0.0740], [0.0807, -0.1244, 0.0309], [-0.2481, 0.0299, 0.0236], [-0.1296, 0.0529, 0.0157], [-0.1755, 0.1201, 0.0465], [-0.0007, 0.2950, -0.3192], [-0.0498, 0.2607, -0.0198], [-0.1147, 0.1237, 0.2759], [-0.0257, -0.1105, 0.2388], [0.1423, -0.1826, 0.1371], [0.4414, 0.0178, -0.2314], [-0.0825, 0.3153, 0.3121], [0.2786, -0.2487, -0.3700], [-0.2783, 0.2378, -0.2594], [0.0392, 0.0253, 0.0792], [-0.1484, -0.1623, 0.3125], [-0.0196, -0.1118, 0.0569], [-0.1053, -0.0682, 0.1694], [-0.0994, -0.0012, -0.2000], [0.0237, -0.0173, 0.1628]]}